1.
The following is a quantum chemistry calculation of a cluster of 2 separate species, C5H9FOS in total at a distorted geometry, from OMol25.

Each line ends with the Mulliken charge.
Cartesian coordinates (Å):
C (0.748, -0.353, 1.707)  -0.63
C (0.025, -0.157, 0.390)  0.52
C (-0.582, -1.416, -0.437)  -0.68
C (-0.990, 1.129, 0.491)  -0.56
C (0.406, 1.281, -0.204)  -0.11
H (2.405, -0.096, 0.648)  0.38
H (0.271, -1.151, 2.294)  0.34
H (0.881, 0.525, 2.463)  0.24
H (-1.351, -1.889, 0.257)  0.39
H (0.132, -2.087, -0.859)  0.32
H (-2.805, -2.610, -1.985)  0.10
H (-1.357, 1.592, 1.567)  0.24
H (-1.858, 1.006, -0.245)  0.21
H (0.637, 1.591, -1.217)  0.31
O (2.072, -0.763, 1.342)  -0.53
F (1.259, 1.963, 0.692)  -0.30
S (-1.407, -0.709, -1.973)  -0.24

E_HOMO ... -9.460 eV
Kohn-Sham gap ... 7.051 eV
F_max ... 3.95 eV/Å
Relative energy (zero: lowest compared OMol25 entry of this formula, charge and spin) ... 5.8594 eV
Electronic energy ... -768.9610 Eh



2.
The following is a quantum chemistry calculation of a cluster of 2 separate species, C2H8N2O in total at a distorted geometry, from OMol25.

Each line ends with the Mulliken charge.
Cartesian coordinates (Å):
C (0.938, 1.856, 1.454)  -0.18
N (0.655, 0.533, 1.315)  -0.23
H (1.067, 2.193, 2.419)  0.28
H (0.961, 2.517, 0.625)  0.27
H (0.471, 0.125, 0.224)  0.32
H (0.930, -0.146, 2.027)  0.24
N (-1.566, -1.303, -0.756)  -0.67
C (-0.459, -0.725, -1.581)  -0.20
O (0.614, -0.767, -0.819)  -0.82
H (-1.317, -2.298, -0.613)  0.28
H (-1.398, -0.858, 0.119)  0.26
H (-0.217, -1.404, -2.542)  0.18
H (-0.679, 0.275, -1.871)  0.26

E_HOMO ... -7.424 eV
Kohn-Sham gap ... 6.120 eV
F_max ... 6.73 eV/Å
Relative energy (zero: lowest compared OMol25 entry of this formula, charge and spin) ... 4.3657 eV
Electronic energy ... -265.6227 Eh